No. 1
{
  "formula": "C33H41N7O11",
  "method": "ωB97M-V with the def2-TZVPD basis set",
  "elements": ["C", "O", "N", "C", "C", "H", "H", "H", "H", "H", "H", "H", "C", "O", "N", "C", "C", "H", "H", "H", "H", "H", "H", "H", "C", "O", "N", "C", "C", "H", "H", "H", "H", "H", "H", "H", "C", "C", "C", "C", "C", "C", "N", "O", "O", "H", "H", "H", "H", "H", "C", "C", "C", "C", "C", "C", "N", "O", "O", "H", "H", "H", "H", "H", "C", "C", "C", "C", "C", "C", "N", "O", "O", "H", "H", "H", "H", "H", "C", "C", "C", "C", "C", "C", "N", "O", "O", "H", "H", "H", "H", "H"],
  "xyz": [[-4.5509, -3.1512, -1.2556], [-5.4519, -2.9415, -0.4142], [-3.6126, -4.1462, -1.1358], [-2.4030, -4.2525, -1.9808], [-3.7672, -5.2714, -0.1806], [-4.3453, -2.4036, -2.0372], [-2.4628, -5.1459, -2.6024], [-1.4214, -4.2801, -1.5078], [-2.3684, -3.3509, -2.5925], [-3.4489, -6.2735, -0.4681], [-3.1570, -4.9965, 0.6798], [-4.7802, -5.3787, 0.2072], [2.8895, 0.0467, -3.8014], [2.0842, 0.9728, -3.6281], [4.1943, 0.0702, -3.6596], [4.9394, -1.1769, -3.7765], [4.9638, 1.2305, -3.2146], [2.4656, -0.9435, -4.0296], [5.3577, -1.3758, -2.7898], [5.6698, -0.8454, -4.5146], [4.4348, -2.0682, -4.1493], [5.0782, 1.9620, -4.0146], [4.5369, 1.8173, -2.4013], [5.9431, 0.8991, -2.8693], [0.5073, 0.9312, -0.1578], [0.9632, 1.0323, 0.9712], [0.0727, -0.2702, -0.6107], [-0.3734, -0.5164, -1.9174], [-0.0484, -1.4498, 0.2170], [0.2726, 1.7015, -0.9085], [-1.3776, -0.9359, -1.8567], [0.2767, -1.0802, -2.5865], [-0.4666, 0.3997, -2.5006], [0.2267, -2.2867, -0.4249], [0.7188, -1.4743, 0.9910], [-1.0700, -1.5697, 0.5776], [2.8043, 4.7666, 0.5593], [1.7711, 5.6465, 0.8924], [0.7615, 5.9080, -0.0769], [0.7226, 5.1623, -1.2910], [1.7539, 4.2228, -1.5542], [2.7872, 4.0882, -0.6491], [-0.3295, 5.3343, -2.3320], [-0.3074, 4.6646, -3.3552], [-1.1108, 6.2933, -2.1724], [3.5931, 4.5941, 1.2766], [1.7254, 6.1940, 1.8222], [-0.0524, 6.5701, 0.1790], [1.8524, 3.6994, -2.4937], [3.5422, 3.3284, -0.7871], [-7.2725, 2.8503, -1.9947], [-7.1532, 1.4860, -1.8274], [-5.8988, 0.9149, -1.5130], [-4.7488, 1.7350, -1.3490], [-4.8715, 3.0764, -1.6022], [-6.1434, 3.6660, -1.8563], [-3.5066, 1.0833, -0.9327], [-2.4795, 1.7914, -0.8941], [-3.5406, -0.0948, -0.7121], [-8.2861, 3.1018, -2.2699], [-8.0261, 0.8678, -1.9766], [-5.8947, -0.1612, -1.4219], [-4.0434, 3.7532, -1.4519], [-6.2333, 4.7338, -1.9904], [-0.4334, 0.9940, 5.5271], [0.4941, 0.5146, 4.6080], [0.1273, -0.7218, 3.9970], [-0.9877, -1.4515, 4.2980], [-1.8079, -0.9356, 5.2734], [-1.5514, 0.2762, 5.8661], [-1.1401, -2.8444, 3.7767], [-0.1376, -3.2850, 3.2233], [-2.2242, -3.4372, 3.8904], [-0.3294, 2.0047, 5.8934], [1.3583, 1.0704, 4.2754], [0.7569, -1.1726, 3.2440], [-2.6530, -1.5237, 5.5996], [-2.2358, 0.5195, 6.6653], [4.4865, -1.4964, 3.7603], [4.9410, -2.7649, 3.6404], [4.7018, -3.3777, 2.4627], [4.1544, -2.6634, 1.3875], [3.6663, -1.4079, 1.5609], [3.8176, -0.7665, 2.7664], [4.0367, -3.3946, 0.0725], [4.6505, -4.4118, -0.0930], [3.2467, -3.0164, -0.7919], [4.3234, -1.0047, 4.7079], [5.4067, -3.3542, 4.4164], [4.9633, -4.4193, 2.3483], [3.1152, -0.8756, 0.7998], [3.3489, 0.1906, 2.9416]],
  "forces_ev_per_a": [[-0.317, 0.371, 2.727], [1.358, -0.813, -2.049], [0.317, -1.368, -0.445], [-1.009, 0.665, -0.507], [-0.116, 1.156, 1.120], [0.091, -0.362, -0.212], [-0.072, 0.064, -0.181], [-0.344, -0.023, 0.897], [-0.070, -0.137, -0.326], [0.201, 0.361, -0.932], [0.058, -0.221, 0.260], [-0.087, 0.416, -0.346], [-3.010, 1.003, 0.614], [1.234, -0.389, -0.178], [0.254, -0.281, 0.638], [0.907, 1.078, -0.238], [-0.063, 0.344, -0.194], [0.386, -0.147, -0.219], [0.373, -0.336, -0.227], [0.812, -1.038, 0.179], [-0.512, 0.501, 0.088], [0.179, -0.164, -0.238], [-0.542, -0.507, 0.118], [-0.045, -0.054, -0.212], [-0.826, -1.630, 0.244], [0.309, 0.937, -0.116], [0.666, -0.175, 0.518], [-1.117, 1.166, -1.908], [1.094, -0.197, -0.114], [0.590, 0.393, 0.304], [-0.017, -0.335, -0.288], [0.257, -0.664, 0.535], [-0.114, 0.387, 0.292], [-0.290, -0.248, 0.029], [-0.435, 0.287, 0.299], [0.040, -0.018, 0.242], [-0.712, 0.512, 0.513], [-0.593, 0.178, -1.958], [-0.048, -1.320, -0.221], [1.376, -0.658, 0.819], [-0.426, 1.156, -0.198], [-0.096, -0.412, 0.687], [-0.538, 2.039, -0.590], [0.188, 0.059, 1.327], [0.921, -1.552, 0.220], [0.106, -0.085, -0.011], [0.147, -0.098, 0.067], [0.002, 0.130, -0.218], [-0.539, -0.164, -0.068], [0.132, 0.081, -0.379], [0.374, -0.303, 0.022], [1.873, -0.534, 0.224], [-0.628, 0.463, -0.083], [-2.302, -1.323, -0.479], [-0.854, 1.688, 0.647], [0.259, -1.050, -0.313], [1.514, 1.957, -0.742], [-1.502, -0.974, 0.130], [0.160, -0.694, 0.320], [0.140, 1.127, 0.065], [0.118, -0.232, 0.100], [0.488, -0.051, 0.282], [0.236, -0.145, -0.151], [0.191, 0.031, 0.011], [0.851, 1.227, -0.422], [-2.026, -1.717, -0.626], [2.112, 0.521, -0.830], [0.026, 0.265, 1.054], [-1.159, -1.160, 0.162], [-0.582, -0.907, 0.343], [-0.463, 0.031, -0.606], [-1.052, -0.186, 0.392], [1.838, 1.110, 0.038], [0.241, 0.000, 0.421], [-0.053, -0.059, 0.043], [0.348, 0.251, -0.029], [-0.155, -0.015, 0.015], [0.092, 0.669, -0.052], [-1.921, 3.102, 1.306], [0.176, -0.686, 0.431], [0.365, -0.972, -2.323], [0.383, -1.758, 0.001], [-0.768, 1.468, -1.208], [0.660, -1.612, 0.358], [-1.679, 0.135, -0.637], [1.234, -0.657, 0.771], [0.247, 1.118, 0.952], [0.996, -0.157, 0.586], [-0.126, 0.328, 0.341], [0.075, -0.001, -0.306], [0.049, -0.205, -0.439], [0.159, 0.016, 0.066]],
  "largest_force_ev_per_a": 3.88,
  "energy_ha": -2492.56067,
  "orbital_gap_ev": 8.344,
  "homo_ha": -0.3240,
  "smiles": "O=[N+]([O-])c1ccccc1.O=[N+]([O-])c1ccccc1.O=[N+]([O-])c1ccccc1.O=[N+]([O-])c1ccccc1.CN(C)C=O.CN(C)C=O.CN(C)C=O",
  "lumo_energy_ha": -0.0173
}

---

No. 2
{
  "formula": "C5H8N2O",
  "method": "ωB97M-V with the def2-TZVPD basis set",
  "elements": ["C", "C", "C", "C", "C", "H", "H", "H", "H", "H", "H", "H", "H", "N", "N", "O"],
  "xyz": [[1.6789, 0.1070, -0.7356], [0.0821, -0.0731, 0.7422], [-1.5682, 0.2338, 0.9666], [-1.6686, -0.8125, -0.1658], [-0.4484, -0.1545, -0.7215], [3.5205, 1.0381, -0.5781], [1.4149, 1.4369, 0.4932], [0.2321, -1.1487, 1.1759], [-1.8159, -0.0301, 1.9631], [-1.7400, 1.2136, 0.7395], [-2.7332, -1.2607, -0.8685], [-1.2705, -1.8059, 0.2657], [-0.5505, 0.8458, -1.1229], [2.8241, 0.4549, -1.2068], [1.3006, 0.4706, 0.5053], [0.7420, -0.5152, -1.4524]],
  "forces_ev_per_a": [[4.776, 0.979, -2.253], [-4.681, -2.686, -0.735], [3.009, -2.630, 0.783], [-2.947, -3.913, -1.909], [1.466, -0.349, 0.780], [-2.426, -1.994, -1.124], [0.197, 1.996, 1.015], [-0.410, 1.917, -0.724], [-0.803, -0.249, 0.668], [-0.911, 2.438, -0.778], [3.151, 2.192, 2.196], [-1.060, 1.402, -0.590], [-1.141, 0.482, 0.394], [0.559, 0.637, 0.148], [1.650, 1.464, 2.543], [-0.428, -1.684, -0.414]],
  "largest_force_ev_per_a": 5.45,
  "energy_ha": -379.89104,
  "orbital_gap_ev": 9.876,
  "homo_ha": -0.3308,
  "lumo_energy_ha": 0.0321
}

---

No. 3
{
  "formula": "FN2O3S",
  "method": "ωB97M-V with the def2-TZVPD basis set",
  "elements": ["N", "N", "O", "O", "O", "F", "S"],
  "xyz": [[2.9673, 0.3028, 0.0394], [-3.8775, -0.1747, 0.3293], [3.6075, 1.2433, -0.3238], [-4.1279, -1.1182, -0.4110], [-4.1448, 0.9995, 0.1040], [4.0454, -1.0736, 0.0044], [1.5301, -0.1792, 0.2577]],
  "forces_ev_per_a": [[2.580, 1.043, -2.115], [1.972, -0.836, 3.501], [-1.259, -2.258, 1.378], [-0.937, 0.207, -1.803], [-0.941, 0.630, -1.698], [-0.978, 1.403, 0.239], [-0.437, -0.189, 0.498]],
  "largest_force_ev_per_a": 4.10,
  "energy_ha": -833.08852,
  "orbital_gap_ev": [2.504, 2.502],
  "homo_ha": [-0.0847, -0.0847],
  "charge": -1,
  "lumo_energy_ha": [0.0073, 0.0073]
}